# 1
Formula: C4H8FN
Source: the OMol25 dataset
Level of theory: the ωB97M-V functional and the def2-TZVPD basis

Summary:
- SMILES = N[C@@H]1C[C@@H]1CF
- HOMO energy (eV) = -9.52
- energy above the lowest of the compared OMol25 structures with the same formula, charge and spin (kJ/mol) = 86.7
- electronic energy (a.u.) = -311.7864
- 2S+1 = 1

The geometry in XYZ format:
```
14
C4H8FN | the OMol25 dataset | the ωB97M-V functional and the def2-TZVPD basis
N -0.46214 -1.46161 0.63765
C 0.74177 -0.77133 0.23179
C 0.87834 0.61471 0.78876
C 0.41118 0.44791 -0.66038
C -1.02451 0.88509 -0.81376
F -1.60341 0.62158 -2.04771
H -0.70157 -2.25693 0.01292
H -0.41563 -1.78502 1.55449
H 1.67871 -1.27669 0.00644
H 1.91030 0.95468 0.96929
H 0.11664 0.93598 1.50364
H 1.12034 0.73510 -1.45953
H -1.06490 1.96188 -0.66925
H -1.58511 0.39467 -0.05435
```

=====

# 2
Formula: C4H9ClNOP
Source: the OMol25 dataset
Level of theory: the ωB97M-V functional and the def2-TZVPD basis

Summary:
- HOMO energy (spin up / spin down) (eV) = -8.24 / -8.24
- energy above the lowest of the compared OMol25 structures with the same formula, charge and spin (kJ/mol) = 276.6
- electronic energy (a.u.) = -1089.2565
- 2S+1 = 1

The geometry in XYZ format:
```
17
C4H9ClNOP | the OMol25 dataset | the ωB97M-V functional and the def2-TZVPD basis
C 2.56293 0.69146 1.75925
C 1.35376 0.75787 1.18232
C -0.81989 -1.56171 -1.53178
C -1.35630 0.45786 -0.11600
N -0.37622 -0.59336 -0.54085
O 2.17641 -1.10346 -0.85928
P 1.16224 -0.26240 -0.27845
Cl 0.23249 3.31145 0.21763
H 3.02810 1.31479 2.62302
H 3.31589 -0.11836 1.35881
H 0.51329 1.53385 1.35525
H -1.60199 -1.27650 -2.17190
H 0.06122 -1.70004 -2.07034
H -1.21045 -2.47984 -0.99715
H -0.88068 1.40095 0.01104
H -2.31441 0.69283 -0.78484
H -1.63405 0.00007 0.85167
```

=====

# 3
Formula: C27H21BaN8O8S3
Source: the OMol25 dataset
Level of theory: the ωB97M-V functional and the def2-TZVPD basis

Summary:
- HOMO energy (eV) = -4.10
- energy above the lowest of the compared OMol25 structures with the same formula, charge and spin (kJ/mol) = 162.2
- electronic energy (a.u.) = -3301.3819
- 2S+1 = 1
- total charge = -1

The geometry in XYZ format:
```
68
C27H21BaN8O8S3 | the OMol25 dataset | the ωB97M-V functional and the def2-TZVPD basis
Ba -12.64455 -11.26947 -13.35536
C -17.07591 -13.96215 -14.02944
N -15.67977 -14.33388 -13.73333
C -15.30707 -15.20612 -12.71763
C -13.97517 -15.38592 -12.76157
N -13.55411 -14.57186 -13.80849
C -14.61635 -13.94149 -14.43177
S -14.51616 -13.05711 -15.87283
C -12.25514 -14.67386 -14.54456
C -11.82754 -15.97579 -14.90494
C -10.74217 -16.13927 -15.72464
C -10.01354 -15.02050 -16.02890
C -10.34787 -13.79558 -15.48863
N -11.47643 -13.66333 -14.71262
H -16.93752 -12.88899 -13.91720
H -17.69376 -14.41933 -13.19993
H -17.41876 -14.30173 -15.02538
H -16.04421 -15.58385 -11.97209
H -13.15769 -15.88168 -12.16867
H -12.61399 -16.73201 -14.82111
H -10.49665 -17.09760 -16.04574
H -9.19894 -15.11126 -16.64925
H -9.61926 -12.95705 -15.69362
S -12.61598 -8.47163 -14.38703
C -12.06096 -7.43931 -13.14470
C -11.56750 -6.14091 -13.46869
C -11.10415 -5.24886 -12.44104
C -10.56063 -4.00876 -12.83623
N -10.17737 -2.97814 -13.22482
C -11.26698 -5.67528 -11.10957
C -11.88053 -6.85596 -10.80462
C -12.12214 -7.86549 -11.76175
S -12.29271 -9.44291 -11.10861
C -10.80498 -4.82368 -10.04107
N -10.29959 -4.03154 -9.40105
H -11.52407 -5.84061 -14.51546
H -12.09110 -7.05662 -9.77406
C -7.75837 -10.91585 -13.01596
C -7.90344 -9.76987 -14.06489
C -9.20597 -10.28274 -14.70659
O -9.99515 -10.78201 -13.63753
C -9.17448 -11.03439 -12.53668
H -6.99979 -10.69750 -12.26352
H -7.40287 -11.82243 -13.56764
H -7.03188 -9.68920 -14.74778
H -8.13280 -8.88380 -13.43261
H -8.85195 -11.09396 -15.28615
H -9.77743 -9.56202 -15.32810
H -9.32655 -12.07459 -12.15778
H -9.54434 -10.49651 -11.63444
O -14.92694 -11.24042 -5.97371
N -15.45631 -10.57012 -6.90721
O -16.05653 -9.53459 -6.73691
C -15.40689 -11.09436 -8.24247
C -16.33430 -10.65120 -9.18511
C -16.28016 -11.04502 -10.47933
C -15.17239 -11.98505 -10.94547
O -14.92008 -12.20618 -12.12018
C -14.37682 -12.43495 -9.87382
C -14.43932 -12.07880 -8.56382
N -13.28735 -13.34929 -10.21647
O -12.59239 -12.98057 -11.10597
O -13.05835 -14.36866 -9.63643
N -17.26256 -10.64109 -11.51470
O -17.68026 -9.49828 -11.44173
O -17.60472 -11.50876 -12.24983
H -17.07877 -9.90733 -8.86398
H -13.68885 -12.48289 -7.84867
```

=====

# 4
Formula: C18H17ClF2N6O2S
Source: the OMol25 dataset
Level of theory: the ωB97M-V functional and the def2-TZVPD basis

Summary:
- SMILES = CS(=O)(=O)c1nn(Cc2nc3cc(Cl)ccc3n2CC(F)(F)CN)c2cnccc12
- HOMO energy (eV) = -8.65
- energy above the lowest of the compared OMol25 structures with the same formula, charge and spin (kJ/mol) = 258.4
- electronic energy (a.u.) = -2233.1301
- 2S+1 = 1

The geometry in XYZ format:
```
47
C18H17ClF2N6O2S | the OMol25 dataset | the ωB97M-V functional and the def2-TZVPD basis
C -2.20010 4.95825 -1.08412
S -0.97004 4.16334 -0.00973
O -0.96642 4.97605 1.17041
O 0.38042 4.16626 -0.64175
C -1.52275 2.43637 0.25621
N -1.35612 1.37913 -0.56940
N -2.08282 0.32495 -0.02694
C -2.19393 -0.98865 -0.54182
C -1.35202 -1.98073 0.24680
N -2.00514 -2.80389 1.07179
C -1.03913 -3.50013 1.80528
C -1.26133 -4.68329 2.61716
C -0.09271 -5.15280 3.34489
Cl -0.07872 -6.69638 4.09863
C 1.10358 -4.45106 3.24556
C 1.30112 -3.42078 2.35718
C 0.23603 -3.06059 1.47648
N 0.01938 -2.09175 0.38021
C 1.10314 -1.28279 -0.33323
C 1.42806 -2.08338 -1.76547
F 2.26696 -3.06753 -1.56298
F 0.39080 -2.68804 -2.34952
C 2.04106 -1.01985 -2.80354
N 1.34452 0.27280 -2.98163
C -2.73590 0.70626 1.18933
C -3.58291 0.05815 2.06823
N -4.02250 0.62406 3.18941
C -3.62352 1.89039 3.43892
C -2.83577 2.60239 2.46897
C -2.46529 2.05337 1.30514
H -1.76322 5.97343 -1.41201
H -2.46577 4.27280 -1.89136
H -3.07863 5.19202 -0.50284
H -1.80174 -0.91348 -1.52884
H -3.17251 -1.36833 -0.52367
H -2.31356 -5.12476 2.44954
H 1.91919 -4.87170 3.71912
H 2.32379 -2.99641 2.23392
H 1.98516 -1.09499 0.23642
H 0.60681 -0.42985 -0.69944
H 3.06630 -0.75333 -2.58051
H 1.95616 -1.61358 -3.74115
H 1.93168 1.00697 -3.42886
H 0.41807 0.28480 -3.44654
H -3.71395 -0.99902 1.93672
H -3.84824 2.35348 4.47316
H -2.58610 3.62617 2.59093
```